No. 1
Density functional theory data (the ωB97M-V functional and the def2-TZVPD basis) for C4H11NO2 in the gas phase at a distorted geometry.

```
18
Properties=species:S:1:pos:R:3:forces:R:3
C 0.486426 -1.617120 -1.481328 0.2 0.3 -1.5
C 0.261544 -0.150151 -1.217223 -1.7 2.2 -0.1
O 1.391267 0.727396 -1.227765 1.1 -0.3 0.3
C -0.595280 0.142762 0.033891 0.9 -0.7 1.1
N -0.916516 1.551258 0.126650 -0.6 0.1 -0.1
C 0.127601 -0.347867 1.306171 0.0 1.1 -0.4
O -0.853092 -0.372742 2.349424 0.3 -0.9 0.0
H 0.541398 -1.752683 -2.573777 0.2 0.0 0.3
H -0.430442 -2.121106 -1.207485 0.0 -0.4 0.4
H 1.382095 -2.072247 -1.070223 -0.1 0.1 0.4
H -0.378659 0.291315 -1.981141 -0.3 -0.6 -0.5
H 1.303770 1.490252 -1.824251 -0.3 -0.8 0.3
H -1.555527 -0.405716 0.009663 0.4 0.0 -0.3
H -0.112943 2.125387 -0.071671 0.3 0.0 0.1
H -1.215054 1.745188 1.079142 0.0 0.1 -0.2
H 0.686719 -1.271960 1.085998 -0.5 -0.1 0.6
H 0.844673 0.426488 1.607091 0.3 -0.2 -0.4
H -0.427310 -0.768337 3.118705 -0.2 0.1 0.0
```
Forces are in eV/Å.

energy above the lowest of the compared OMol25 structures with the same formula, charge and spin = 147.23 kJ/mol
charge = 0
strongest force on any atom = 2.77 eV Å⁻¹
multiplicity = 1
highest occupied orbital energy = -0.3339 Eh
structure (SMILES) = C[C@H](O)[C@H](N)CO

=====

No. 2
Density functional theory data (the ωB97M-V functional and the def2-TZVPD basis) for 2 unconnected molecules or ions with the total composition C4H11NO2 at a distorted geometry.

```
18
Properties=species:S:1:pos:R:3:forces:R:3
C -2.479717 1.068512 -0.197459 -3.3 3.0 -2.0
C -1.279169 0.599183 -1.016686 1.0 3.7 2.0
N -0.232855 0.198710 -0.004437 1.1 0.2 -2.5
C -0.044853 -1.298086 0.340493 3.2 5.8 1.9
C 0.923402 1.035833 0.159488 -4.3 -0.8 0.1
O 1.751863 0.748106 0.951667 2.5 -0.7 1.0
H -3.150644 0.298156 0.149970 0.2 -0.3 0.6
H -3.303982 1.819100 -0.794181 2.2 -2.3 0.6
H -2.285376 1.871183 0.532088 0.7 -1.1 0.3
H -0.975396 1.549701 -1.595407 0.2 -1.4 1.0
H -1.492242 -0.074672 -1.784179 -0.3 -1.7 -0.8
H 1.047864 -1.405958 0.157115 -0.7 -0.5 1.0
H -0.493901 -1.854870 -0.335541 -2.7 -2.7 -2.8
H -0.387607 -1.279548 1.360966 0.2 -1.2 0.3
H 0.823808 2.058839 -0.232194 -0.1 -0.2 -0.6
O 4.187857 -2.040886 0.623395 -2.3 0.4 2.5
H 3.583478 -2.043869 1.472846 2.0 -0.3 -2.3
H 3.807470 -1.249434 0.212056 0.3 -0.1 -0.2
```
Forces are in eV/Å.

energy above the lowest of the compared OMol25 structures with the same formula, charge and spin = 256.71 kJ/mol
charge = 0
strongest force on any atom = 6.87 eV Å⁻¹
multiplicity = 1
highest occupied orbital energy = -0.3491 Eh
structure (SMILES) = CCN(C)C=O.O

=====

No. 3
Density functional theory data (the ωB97M-V functional and the def2-TZVPD basis) for C4H11NO2 in the gas phase at a distorted geometry.

```
18
Properties=species:S:1:pos:R:3:forces:R:3
C -0.657737 0.076349 1.414600 -0.5 -0.2 -0.1
C -0.243259 0.383301 -0.010587 1.5 0.1 0.0
C 0.360952 1.770731 -0.126881 -0.5 1.2 0.3
O -0.517456 2.795108 0.418436 0.5 -0.5 -0.4
N 0.792831 -0.521408 -0.523373 -0.1 0.2 -0.2
C 0.365913 -1.613439 -1.296489 -0.8 -0.6 1.0
O -0.601738 -2.467308 -0.568521 0.8 -0.1 -0.3
H -1.001642 -0.952554 1.492032 -0.2 0.0 0.0
H -1.436824 0.777487 1.720160 0.0 -0.2 0.1
H 0.172284 0.163233 2.117498 0.2 0.2 -0.1
H -1.047122 0.358358 -0.738032 -0.5 -0.2 0.2
H 1.310189 1.880826 0.399338 0.2 -0.5 0.0
H 0.560954 1.992986 -1.175870 -0.2 0.1 0.0
H -0.179034 2.942057 1.304918 -0.3 0.2 0.1
H 1.526104 -0.723670 0.138188 -0.1 -0.1 0.1
H 1.215586 -2.233670 -1.569884 0.1 0.1 -0.3
H -0.207389 -1.258938 -2.138039 0.2 0.2 -0.6
H -0.412611 -3.369449 -0.857494 -0.3 0.1 0.2
```
Forces are in eV/Å.

energy above the lowest of the compared OMol25 structures with the same formula, charge and spin = 139.59 kJ/mol
charge = 0
strongest force on any atom = 1.47 eV Å⁻¹
multiplicity = 1
highest occupied orbital energy = -0.3357 Eh
structure (SMILES) = C[C@@H](CO)NCO

=====

No. 4
Density functional theory data (the ωB97M-V functional and the def2-TZVPD basis) for C4H11NO2 in the gas phase at a distorted geometry.

```
18
Properties=species:S:1:pos:R:3:forces:R:3
N 1.239193 -0.726900 0.050012 0.2 -0.3 0.4
C -0.069794 -0.208032 -0.378766 0.7 0.3 -0.9
C 0.086923 0.463049 -1.757624 0.2 0.7 1.2
O 0.738940 -0.416951 -2.651528 -0.5 0.0 -0.4
C -0.724821 0.697747 0.655129 0.9 0.2 0.4
C -0.871987 0.014344 2.015323 0.6 -0.5 -0.1
O 0.373030 -0.212424 2.655744 0.2 -0.1 0.0
H 1.419163 -1.638591 -0.347910 -0.2 0.0 -0.1
H 2.016166 -0.163635 -0.273295 -0.1 0.3 0.1
H -0.674743 -1.074682 -0.551077 -0.6 -0.6 0.1
H -0.862493 0.870907 -2.086913 -0.4 -0.4 -0.5
H 0.698838 1.365176 -1.632642 0.3 -0.1 0.1
H 0.163015 -0.539779 -3.412622 0.2 -0.1 0.0
H -0.041061 1.533883 0.836184 -0.2 0.3 -0.2
H -1.675447 1.071778 0.275114 -0.1 0.0 0.1
H -1.384702 0.604354 2.765432 -0.7 0.1 -0.3
H -1.356649 -0.948309 1.819957 -0.4 0.0 0.4
H 0.926427 -0.691934 2.019483 0.1 0.2 -0.1
```
Forces are in eV/Å.

energy above the lowest of the compared OMol25 structures with the same formula, charge and spin = 119.62 kJ/mol
charge = 0
strongest force on any atom = 1.38 eV Å⁻¹
multiplicity = 1
highest occupied orbital energy = -0.3439 Eh
structure (SMILES) = N[C@H](CO)CCO

=====

No. 5
Density functional theory data (the ωB97M-V functional and the def2-TZVPD basis) for 2 unconnected molecules or ions with the total composition C4H11NO2 at a distorted geometry.

```
18
Properties=species:S:1:pos:R:3:forces:R:3
C -2.587169 -0.876739 -2.167182 0.5 0.3 -2.1
C -2.209450 0.399716 -1.480115 -1.5 -1.3 2.8
O -0.920074 0.734729 -1.640245 0.8 -0.4 -1.2
O -2.857710 0.874823 -0.572851 0.3 0.5 -0.8
H -2.698068 -0.683604 -3.247506 0.4 0.0 0.1
H -3.538917 -1.355107 -1.940343 0.3 0.4 0.9
H -1.699839 -1.513084 -2.062094 -0.5 -0.2 -0.1
C 1.933166 -0.127444 0.825830 2.5 2.0 -2.0
C 1.088582 -0.583787 1.967376 -0.4 -0.5 0.5
N 2.376835 1.325067 0.980841 -1.8 -1.3 3.2
H 2.895713 -0.623774 0.749253 -0.2 -0.6 0.0
H 1.511204 -0.063113 -0.181413 -0.6 -0.7 0.2
H 1.664274 -0.640325 2.885405 0.1 0.2 0.2
H 0.870204 -1.643043 1.726719 -0.3 0.6 0.0
H -0.698210 1.333727 -0.935390 -0.2 0.8 0.4
H 1.577818 1.897508 1.286657 0.0 0.5 -1.0
H 3.105406 1.535217 1.676864 0.7 0.0 -0.9
H 0.186239 0.009236 2.128190 -0.1 -0.3 -0.1
```
Forces are in eV/Å.

energy above the lowest of the compared OMol25 structures with the same formula, charge and spin = 112.51 kJ/mol
charge = +1
strongest force on any atom = 3.88 eV Å⁻¹
⟨S²⟩ = 0.754
multiplicity = 2
highest occupied orbital energy (spin up / spin down) = -0.4873 / -0.4873 Eh

=====

No. 6
Density functional theory data (the ωB97M-V functional and the def2-TZVPD basis) for 3 unconnected molecules or ions with the total composition C4H11NO2S at a distorted geometry.

```
19
Properties=species:S:1:pos:R:3:forces:R:3
C -0.230844 -0.597545 -0.093626 -2.4 -2.5 -1.2
N 0.852536 -0.091065 0.590992 0.6 3.5 -1.5
C 1.844557 0.472970 -0.185779 1.3 -4.0 -3.0
O 2.170491 -0.076967 -1.533381 -2.0 0.5 1.9
C -1.654106 0.104991 0.167226 -0.4 1.0 2.6
C -2.497466 -0.706783 1.208913 1.0 0.4 -1.7
S -5.188047 0.297852 0.476189 0.8 -0.2 0.3
H -0.384065 -1.565990 0.438041 0.0 0.0 -0.5
H -0.181777 -0.813182 -1.179833 0.7 0.3 0.6
H 2.867391 0.268185 0.199710 0.5 1.1 1.0
H 1.709083 1.532042 -0.473543 0.1 0.5 1.0
H -2.348154 0.436427 -0.617425 1.0 -0.8 -0.8
H -1.444239 1.056263 0.673782 0.2 -0.1 -0.1
H -3.490934 -0.269336 1.372452 -1.1 0.8 0.1
H -2.711627 -1.688774 0.810021 0.2 -0.4 0.4
H -2.012575 -0.649963 2.172090 -0.1 -0.5 0.4
H 5.174971 1.168218 -1.384743 0.1 -0.1 0.0
H 3.194970 0.202673 -1.635021 0.3 0.9 0.6
O 4.329827 0.919980 -1.006058 -0.9 -0.5 -0.2
```
Forces are in eV/Å.

energy above the lowest of the compared OMol25 structures with the same formula, charge and spin = 1096.61 kJ/mol
charge = 0
strongest force on any atom = 5.15 eV Å⁻¹
multiplicity = 1
highest occupied orbital energy = -0.3218 Eh

=====

Q: Which formula does entry 2 have?
A: C4H11NO2

=====

Q: Which value of energy above the lowest of the compared OMol25 structures with the same formula, charge and spin does entry 6 give?
A: 1096.61 kJ/mol

=====

Q: Number 3 is which compound?
A: C4H11NO2

=====

Q: What is the strongest force on any atom in the third record?
A: 1.47 eV Å⁻¹